Molecular formula: C40H24IrN10S2
Method: DFT, the ωB97M-V functional and the def2-TZVPD basis

The calculated total energy is -81268.887 eV. The multiplicity is 2. As for the net charge: +2. As for the LUMO energy (spin up / spin down): -8.51 / -8.55 eV.

Each line ends with the Mulliken spin population.
Positions of all 77 atoms, in Å:
1 Ir -0.35111 -0.09351 -0.19558  0.7418
2 C -1.62135 -5.36065 3.47471  0.0010
3 C -0.93785 -6.03765 2.47859  0.0010
4 C -0.33645 -5.35602 1.41053  -0.0011
5 C -0.46244 -3.98745 1.40051  0.0051
6 C 0.04654 -2.96717 0.47368  0.0552
7 N -0.36118 -1.74303 0.91637  -0.0423
8 C -1.05321 -1.87394 2.08629  0.0633
9 N -1.53962 -0.91313 2.84915  -0.0003
10 C -1.67284 0.33756 2.44499  0.0024
11 C -2.23050 1.42419 3.26162  -0.0010
12 C -2.53735 1.50354 4.59736  -0.0011
13 C -3.03223 2.73138 5.06175  0.0011
14 C -3.22218 3.80284 4.20666  -0.0012
15 C -2.92723 3.70725 2.83893  0.0002
16 C -2.42153 2.50946 2.39554  0.0037
17 C -1.98073 2.06083 1.06941  0.0051
18 N -2.19365 2.71324 -0.05731  0.0003
19 C -1.81407 2.27204 -1.24624  0.0369
20 N -0.92262 1.28082 -1.51549  0.0209
21 C -0.71330 1.18696 -2.85321  0.0359
22 N 0.13218 0.38587 -3.48490  0.0016
23 C 0.73094 -0.64537 -2.92147  0.0067
24 N 0.55101 -1.10628 -1.65001  -0.0133
25 C 1.03554 -2.36836 -1.54637  0.0039
26 N 0.78199 -3.24213 -0.58765  -0.0009
27 C 1.77870 -2.68349 -2.77457  0.0015
28 C 2.52340 -3.77691 -3.14189  -0.0025
29 C 3.10842 -3.74504 -4.41664  0.0008
30 C 2.91945 -2.67297 -5.27099  -0.0009
31 C 2.13583 -1.57119 -4.89821  0.0006
32 C 1.58873 -1.59724 -3.63844  0.0013
33 C -1.57339 2.16778 -3.52934  -0.0008
34 C -1.74875 2.47143 -4.85701  -0.0016
35 C -2.66593 3.49215 -5.15624  0.0007
36 C -3.35235 4.16111 -4.15923  -0.0011
37 C -3.16236 3.84914 -2.80287  0.0005
38 C -2.26868 2.84562 -2.51970  0.0025
39 N -1.45879 0.80893 1.19262  -0.0374
40 C -1.15235 -3.30400 2.40657  0.0002
41 C -1.74184 -3.96316 3.45886  -0.0014
42 H -2.07005 -5.92040 4.28374  0.0000
43 H -0.86450 -7.11538 2.52591  0.0000
44 H 0.20016 -5.88395 0.63484  -0.0002
45 H -2.40659 0.66259 5.26362  -0.0001
46 H -3.27079 2.84254 6.11043  -0.0006
47 H -3.60663 4.73315 4.60122  0.0004
48 H -3.09261 4.53938 2.16918  0.0000
49 H 2.65601 -4.62419 -2.48400  -0.0001
50 H 3.71761 -4.57786 -4.73947  -0.0005
51 H 3.38310 -2.68626 -6.24762  -0.0004
52 H 1.97294 -0.74305 -5.57349  -0.0003
53 H -1.20941 1.95326 -5.63732  -0.0002
54 H -2.83778 3.75976 -6.18967  0.0002
55 H -4.05006 4.94235 -4.42748  -0.0003
56 H -3.69643 4.37553 -2.02432  0.0000
57 H -2.27309 -3.43373 4.23718  -0.0001
58 C 2.17852 -2.53100 3.23704  -0.0020
59 C 2.78920 -1.23907 2.82015  -0.0028
60 N 2.30258 -0.41881 1.92113  0.0189
61 C 3.12233 0.67614 1.78449  0.0225
62 C 4.22556 0.67058 2.59189  -0.0002
63 S 4.25159 -0.73155 3.54665  0.0002
64 C 2.87218 1.78611 0.84952  -0.0064
65 C 3.76484 2.81939 0.79235  0.0003
66 S 3.28200 3.96551 -0.34783  0.0053
67 C 1.90995 3.02852 -0.70502  -0.0014
68 N 1.79515 1.90869 -0.01800  0.0788
69 C 0.99965 3.57477 -1.75353  -0.0003
70 H 1.29582 -2.72780 2.65150  0.0023
71 H 1.89711 -2.51449 4.29116  0.0000
72 H 2.87386 -3.35950 3.09581  -0.0001
73 H 5.01169 1.39819 2.67632  0.0001
74 H 4.66871 2.95398 1.35686  -0.0003
75 H 1.39737 4.51828 -2.12593  0.0000
76 H 0.00849 3.78820 -1.35851  -0.0001
77 H 0.92469 2.90667 -2.60958  -0.0001

Cartesian forces, eV/Å:
Ir -0.89 -0.32 -0.35
C -0.02 0.02 0.03
C 0.01 -0.03 -0.01
C -0.05 0.09 0.05
C 0.02 -0.08 0.00
C -0.07 -0.03 0.06
N 0.48 0.25 0.15
C 0.02 -0.11 -0.02
N 0.11 -0.02 -0.16
C -0.13 0.02 0.09
C 0.07 0.13 0.03
C -0.07 0.04 -0.06
C 0.00 0.00 0.03
C -0.01 0.02 -0.01
C -0.04 -0.09 0.03
C 0.06 0.01 0.08
C -0.14 -0.13 0.07
N 0.11 -0.09 -0.15
C -0.09 0.05 -0.03
N 0.30 0.08 0.16
C -0.04 -0.01 -0.09
N -0.10 0.11 0.13
C -0.01 -0.18 0.01
N -0.15 0.15 -0.04
C 0.10 -0.07 -0.09
N -0.06 0.13 0.10
C 0.06 0.06 -0.04
C -0.04 0.05 -0.06
C 0.02 -0.03 0.02
C -0.01 0.02 -0.03
C -0.03 -0.08 0.05
C 0.10 -0.04 0.01
C -0.04 0.04 0.00
C -0.06 0.07 0.09
C 0.04 -0.05 -0.05
C -0.03 0.04 0.08
C 0.06 -0.05 -0.11
C 0.02 0.01 -0.05
N 0.15 0.11 -0.11
C -0.08 -0.01 0.05
C 0.07 -0.04 -0.09
H 0.00 -0.01 0.00
H -0.01 -0.01 0.00
H 0.02 0.01 -0.01
H 0.02 -0.02 0.00
H -0.01 0.00 0.00
H -0.01 0.00 0.00
H 0.02 0.01 -0.02
H 0.00 0.00 0.02
H 0.00 -0.01 -0.01
H 0.00 0.00 -0.01
H 0.00 0.02 0.01
H 0.02 -0.02 0.00
H -0.01 0.01 0.00
H 0.00 0.00 -0.01
H 0.01 0.00 0.02
H 0.01 0.02 0.01
C 0.07 -0.11 0.14
C -0.16 0.11 -0.17
N 0.13 -0.17 0.19
C 0.09 -0.02 0.09
C -0.10 -0.11 0.00
S 0.05 0.06 -0.01
C 0.15 0.22 -0.03
C -0.07 -0.01 -0.04
S 0.07 0.01 0.04
C -0.18 -0.18 -0.01
N 0.21 0.05 0.11
C 0.00 0.11 -0.08
H -0.06 -0.03 -0.05
H 0.00 0.01 -0.01
H 0.00 0.01 0.00
H 0.02 0.01 0.01
H 0.02 0.00 0.01
H 0.01 -0.01 0.01
H 0.02 0.00 0.01
H 0.01 0.00 0.01


Molecular formula: C40H25BiN9
Method: DFT, the ωB97M-V functional and the def2-TZVPD basis

Its energy above the lowest of the compared OMol25 structures with the same formula, charge and spin is 0.0 kJ/mol. The calculated total energy is -61134.140 eV. As for the net charge: -1. As for the LUMO energy (spin up / spin down): 1.53 / 1.44 eV.

Each line ends with the Löwdin charge.
Positions of all 75 atoms, in Å:
1 Bi -0.28538 0.85195 -1.43706  1.8320
2 C -4.34151 -4.57877 -0.02732  -0.1204
3 C -3.08854 -5.18912 0.24739  -0.0886
4 C -1.90492 -4.43892 0.10434  -0.0138
5 C -2.05206 -3.04703 -0.04821  -0.1050
6 C -1.01236 -2.01596 -0.22447  -0.3547
7 N 0.05289 -1.93701 0.51701  0.0205
8 C 2.06264 -0.81515 0.24934  -0.2603
9 C 3.43396 -0.71731 0.60682  -0.1202
10 C 4.44004 -1.59538 1.02748  -0.0374
11 C 5.72160 -1.12842 1.34132  -0.1123
12 C 6.06769 0.19424 1.12493  -0.0984
13 C 5.01430 1.13931 0.83268  -0.0222
14 C 3.70321 0.70996 0.69180  -0.1059
15 C 2.43821 1.39390 0.35155  -0.3318
16 N 2.41352 2.69948 0.10809  0.1435
17 C 1.32909 3.45515 -0.27501  -0.3260
18 N 0.03969 3.02309 -0.50534  -0.0708
19 C -0.82874 4.10809 -0.29181  -0.3013
20 N -2.12101 3.98674 -0.27524  0.1540
21 C -2.90832 3.01289 -0.64824  -0.3257
22 N -2.59409 1.77008 -1.09364  0.0054
23 C -3.75685 1.02980 -1.10477  -0.3405
24 N -3.94019 -0.26148 -1.17370  0.1646
25 C -2.99420 -1.13697 -0.96231  -0.3214
26 N -1.66024 -0.92723 -0.78521  -0.0857
27 C -3.27701 -2.53949 -0.51685  -0.1055
28 C -4.45698 -3.27620 -0.46313  -0.0497
29 C -4.88460 1.89467 -0.93783  -0.1292
30 C -6.21550 1.59061 -0.76785  -0.0237
31 C -7.12947 2.62675 -0.42064  -0.0904
32 C -6.59229 3.89501 -0.17579  -0.1114
33 C -5.21081 4.17520 -0.20590  -0.0459
34 C -4.37378 3.18188 -0.60056  -0.1107
35 C 0.00751 5.27956 -0.04884  -0.1064
36 C -0.33091 6.62514 0.31270  -0.0111
37 C 0.69154 7.57962 0.32773  -0.1182
38 C 2.03988 7.22674 0.18072  -0.1212
39 C 2.39437 5.89498 -0.09612  -0.0210
40 C 1.35989 4.90872 -0.11052  -0.1184
41 N 1.45358 0.41799 0.15812  -0.0426
42 H -5.27753 -5.10371 0.24364  0.0976
43 H -2.96274 -6.23611 0.54649  0.0912
44 H -0.92695 -4.83449 0.16910  0.0868
45 H 4.19292 -2.60599 1.24623  0.0965
46 H 6.52258 -1.81889 1.70348  0.1085
47 H 7.07043 0.55105 1.29214  0.0816
48 H 5.22275 2.22952 0.80213  0.1096
49 H -5.44061 -2.87534 -0.78631  0.1170
50 H -6.53183 0.57235 -0.87842  0.0955
51 H -8.17943 2.37192 -0.32902  0.0868
52 H -7.24607 4.70801 0.29688  0.1110
53 H -4.80804 5.09638 0.17159  0.1007
54 H -1.33308 6.92705 0.43147  0.0849
55 H 0.46696 8.62286 0.63925  0.0994
56 H 2.78591 7.90856 0.54621  0.0842
57 H 3.49401 5.63621 -0.18734  0.1191
58 C 3.37118 -2.36779 -2.07494  -0.0283
59 C 2.92865 -3.52007 -1.12894  -0.1860
60 C 3.42641 -4.82431 -1.22223  -0.0531
61 C 3.15674 -5.75405 -0.18982  -0.1235
62 C 2.43454 -5.41985 0.89759  -0.0586
63 C 1.82391 -4.12119 0.92984  -0.2196
64 C 1.10426 -3.73911 2.17123  -0.0718
65 C 2.03575 -3.24049 -0.08375  -0.1815
66 N 1.38800 -1.99164 0.02254  -0.0239
67 H 3.92136 -2.80069 -2.97846  0.0892
68 H 4.12734 -1.72064 -1.61406  0.0695
69 H 2.47915 -1.85306 -2.45778  0.0709
70 H 3.95335 -5.18350 -2.13361  0.1105
71 H 3.61402 -6.77065 -0.30521  0.1082
72 H 2.12235 -6.14232 1.67980  0.1173
73 H 1.60780 -3.23772 2.95443  0.0591
74 H 0.49337 -4.57441 2.61808  0.0878
75 H 0.25864 -2.95500 2.02211  0.0912

Cartesian forces, eV/Å:
Bi -1.25 0.59 2.01
C -0.55 -0.81 1.07
C 1.10 0.51 -0.42
C -2.00 0.78 0.91
C 0.43 -0.54 -1.95
C -2.69 -0.14 0.12
N 2.09 -0.16 -0.90
C 0.04 -0.74 -0.15
C 0.28 2.11 0.85
C 0.52 0.21 0.66
C 0.14 -1.21 -0.37
C -2.19 2.11 -0.20
C 1.63 0.13 0.74
C -1.02 -1.05 -1.29
C 1.20 0.23 -0.33
N -1.56 0.74 -0.59
C 2.29 -1.06 1.01
N 0.15 -0.21 0.21
C 1.11 -1.60 -0.19
N -0.46 1.97 -0.25
C -0.65 1.08 0.04
N 1.16 -1.10 0.43
C -0.05 0.18 -1.04
N -0.21 -0.36 -0.05
C -0.47 -2.03 0.72
N 1.54 0.92 -0.09
C 0.49 1.90 -0.47
C -0.35 0.07 -0.34
C 0.30 1.13 0.91
C -1.33 1.03 0.03
C 1.72 -1.05 -0.56
C -0.60 1.69 1.50
C -1.42 0.18 0.33
C 1.26 -2.29 -0.74
C -0.77 1.39 0.83
C 1.79 -0.53 -1.51
C -0.91 0.13 1.12
C -0.09 -1.80 0.15
C 0.53 -0.03 0.76
C 0.14 -0.22 -1.02
N 0.23 -0.24 -0.88
H 0.67 0.01 -0.55
H -0.49 0.35 -0.26
H 0.82 -0.63 0.36
H -0.01 -0.82 -0.13
H -0.98 0.45 -0.36
H 0.13 0.05 -0.03
H -0.06 -0.87 -0.07
H 0.89 -0.15 0.37
H -0.23 -0.34 -0.13
H 0.07 0.32 0.12
H 0.77 -1.22 -1.04
H -0.04 0.40 -0.05
H -1.08 0.16 0.19
H 0.02 -0.83 -0.35
H 0.39 0.40 -0.64
H -1.60 0.06 0.20
C 0.39 -2.04 -1.18
C 0.65 0.41 -1.03
C -0.20 0.05 -0.02
C 1.69 -1.34 -1.85
C -2.11 1.10 0.80
C 0.58 -2.19 1.70
C -3.98 0.13 0.62
C 0.40 0.76 0.16
N -1.16 2.13 0.10
H -0.85 0.32 1.05
H -0.64 0.08 0.09
H 0.44 0.25 0.27
H -0.13 0.58 0.87
H -0.61 0.93 0.20
H 0.64 0.56 -0.50
H 1.49 0.10 0.74
H 1.06 0.33 -0.33
H 1.51 -1.41 -0.37


Molecular formula: C40H27AsCrN5O2
Method: DFT, the ωB97M-V functional and the def2-TZVPD basis

Its energy above the lowest of the compared OMol25 structures with the same formula, charge and spin is 137.8 kJ/mol. The calculated total energy is -142719.189 eV. The multiplicity is 5. As for the net charge: +1. As for the LUMO energy (spin up / spin down): -3.94 / -4.08 eV.

Each line ends with the Mulliken spin population.
Positions of all 76 atoms, in Å:
1 Cr 1.54430 0.88219 0.13081  4.0098
2 O 8.36651 0.23874 -1.16010  0.0010
3 C 7.82321 1.32726 -0.92075  0.0018
4 O 8.22702 2.49414 -0.79941  0.0011
5 C 6.28995 1.18661 -0.62412  -0.0044
6 C 5.67005 -0.05055 -0.66602  0.0219
7 C 4.31839 -0.13810 -0.40129  0.0788
8 N 3.58163 0.94562 -0.11505  -0.0512
9 C 4.18580 2.15070 -0.05657  0.1027
10 C 5.53157 2.30247 -0.30237  0.0093
11 C 3.30256 3.25802 0.34283  -0.0651
12 C 3.75997 4.56376 0.44985  -0.0042
13 C 2.91160 5.54520 0.91762  0.0083
14 C 1.62011 5.19171 1.27629  -0.0021
15 C 1.22292 3.88524 1.11013  0.0499
16 N 2.02809 2.91459 0.63499  0.0103
17 C 3.56009 -1.40003 -0.38600  -0.0214
18 C 4.18195 -2.62375 -0.58209  0.0014
19 C 3.43120 -3.78487 -0.55900  0.0027
20 C 2.06979 -3.68278 -0.33324  0.0014
21 C 1.53064 -2.42831 -0.14465  0.0423
22 N 2.23476 -1.29087 -0.16740  -0.0441
23 H 6.29914 -0.89590 -0.91129  -0.0004
24 H 6.06149 3.24550 -0.25923  -0.0008
25 H 4.77672 4.80173 0.17751  -0.0007
26 H 3.25558 6.56682 1.01225  0.0004
27 H 0.92442 5.91571 1.67635  -0.0003
28 H 0.22073 3.60456 1.38078  -0.0047
29 H 5.24700 -2.66685 -0.75004  -0.0003
30 H 3.90283 -4.74580 -0.71413  0.0002
31 H 1.42492 -4.54990 -0.30669  0.0001
32 H 0.46854 -2.34273 0.03048  -0.0256
33 N -5.25996 3.83424 1.52952  0.0021
34 C -4.23705 3.36146 1.31015  -0.0013
35 C -2.95656 2.76557 1.03457  -0.0003
36 C -2.36426 2.91238 -0.21423  -0.0001
37 C -1.15183 2.29586 -0.44228  0.0696
38 N -0.51932 1.56810 0.48813  -0.3023
39 C -1.09404 1.43290 1.69317  0.0619
40 C -2.30459 2.01799 2.00794  0.0194
41 H -2.84917 3.48152 -0.99457  -0.0009
42 H -0.66366 2.38409 -1.40462  -0.0016
43 H -0.56840 0.83487 2.42567  -0.0290
44 H -2.74111 1.87736 2.98719  -0.0006
45 C -2.18929 -5.04207 -3.13704  0.0001
46 C -1.32396 -4.06504 -3.60647  -0.0002
47 C -1.06206 -2.94340 -2.82961  0.0029
48 C -1.67628 -2.79350 -1.59081  0.0118
49 C -2.54010 -3.77776 -1.11984  0.0000
50 C -2.79304 -4.90043 -1.89361  0.0004
51 As -1.31002 -1.15840 -0.60320  0.0507
52 C -3.02227 -0.27383 -0.83216  0.0160
53 C -3.50205 0.32950 -1.98285  0.0023
54 C -4.75841 0.92123 -1.97315  -0.0010
55 C -5.52693 0.90282 -0.81448  0.0017
56 C -5.05465 0.28311 0.33387  -0.0030
57 C -3.79737 -0.31279 0.32952  0.0052
58 C -3.17001 -1.00825 1.47113  -0.0118
59 C -3.70808 -1.11002 2.75010  -0.0010
60 C -3.00868 -1.77452 3.74528  0.0004
61 C -1.76840 -2.34088 3.47868  0.0022
62 C -1.21502 -2.23014 2.20908  0.0016
63 C -1.91247 -1.56719 1.20421  -0.0086
64 H -2.39338 -5.91749 -3.74008  0.0000
65 H -0.85051 -4.17534 -4.57364  0.0000
66 H -0.37297 -2.18771 -3.19028  0.0018
67 H -3.01972 -3.66991 -0.15426  0.0003
68 H -3.46586 -5.66541 -1.52701  -0.0001
69 H -2.90756 0.33922 -2.88788  0.0001
70 H -5.14451 1.38955 -2.86984  0.0000
71 H -6.50601 1.36416 -0.80973  0.0001
72 H -5.67410 0.26271 1.22265  0.0000
73 H -4.67468 -0.67427 2.97522  0.0001
74 H -3.43403 -1.85507 4.73779  0.0000
75 H -1.23525 -2.86718 4.25986  0.0000
76 H -0.24591 -2.66822 2.01749  -0.0065

Cartesian forces, eV/Å:
Cr 0.49 0.05 0.25
O -0.15 0.30 -0.10
C 0.11 -0.07 0.45
O -0.11 -0.27 -0.19
C 0.18 0.04 -0.18
C -0.01 -0.03 0.00
C -0.01 0.00 0.02
N -0.11 0.22 -0.03
C 0.02 -0.05 -0.03
C 0.01 0.02 -0.02
C -0.08 -0.04 -0.01
C 0.06 -0.01 0.01
C -0.02 0.05 0.01
C 0.01 0.08 0.02
C 0.09 -0.14 -0.04
N -0.09 0.36 0.01
C 0.04 -0.03 -0.08
C 0.02 -0.07 -0.01
C 0.02 0.04 -0.01
C 0.04 -0.05 -0.01
C -0.08 -0.06 0.13
N -0.38 0.03 0.03
H 0.00 -0.01 0.01
H -0.01 -0.01 0.00
H 0.01 -0.02 0.01
H -0.01 -0.02 0.00
H 0.00 -0.02 -0.02
H -0.08 -0.06 0.00
H 0.00 0.02 0.00
H 0.00 0.01 0.00
H 0.00 0.01 0.00
H 0.40 -0.08 0.07
N 0.05 -0.02 0.00
C -0.01 0.04 0.01
C 0.03 0.00 0.02
C -0.02 0.08 -0.07
C 0.03 0.01 0.05
N 0.15 -0.27 0.12
C 0.00 0.09 -0.10
C -0.01 0.05 0.09
H 0.03 -0.02 0.00
H -0.01 -0.01 -0.03
H 0.01 -0.03 0.02
H 0.03 -0.01 -0.02
C 0.00 -0.01 -0.01
C 0.00 0.01 0.01
C 0.03 -0.04 0.02
C 0.03 -0.08 0.14
C -0.01 0.00 -0.02
C -0.01 -0.01 0.00
As -0.64 0.24 -0.44
C -0.05 -0.16 0.02
C 0.03 0.04 0.00
C -0.02 0.02 -0.01
C -0.02 -0.01 0.01
C -0.02 0.01 0.00
C -0.04 -0.01 0.02
C 0.04 -0.06 -0.04
C -0.06 0.01 -0.03
C -0.01 -0.01 0.08
C 0.03 0.01 -0.02
C -0.12 0.08 -0.05
C 0.04 -0.11 0.05
H 0.00 0.01 0.01
H -0.01 0.00 0.02
H 0.01 0.02 -0.02
H 0.00 0.01 0.00
H 0.01 0.01 -0.01
H 0.02 -0.01 -0.06
H 0.01 -0.01 0.02
H 0.02 0.00 0.01
H 0.01 0.01 -0.02
H 0.02 -0.02 -0.01
H 0.00 -0.01 -0.03
H 0.00 0.01 -0.02
H 0.08 -0.06 0.01